# 1
{"formula": "C17H27N6O2Rh", "method": "ωB97M-V/def2-TZVPD", "e_homo_ev": -13.97, "total_charge": 2, "lumo_energy_ev": -5.97, "orbital_gap_ev": 8.00, "symbols": ["Rh", "N", "C", "C", "C", "N", "H", "H", "H", "H", "H", "H", "H", "H", "H", "H", "C", "N", "C", "C", "C", "C", "C", "N", "C", "C", "C", "C", "C", "C", "H", "H", "H", "H", "H", "H", "H", "H", "H", "H", "H", "C", "O", "C", "O", "N", "N", "H", "H", "H", "H", "H", "H"], "positions_angstrom": [[0.044059, -0.040605, -0.035457], [-0.011472, 0.019189, 2.079065], [1.120461, -0.575006, 2.830256], [2.446987, -0.010131, 2.339120], [2.873666, -0.499734, 0.962571], [2.075981, 0.117436, -0.131351], [-0.083082, 1.002185, 2.330694], [-0.902621, -0.382682, 2.363612], [1.092280, -1.658918, 2.693399], [0.994757, -0.386347, 3.896541], [3.226884, -0.270108, 3.054210], [2.397687, 1.084596, 2.334988], [2.763153, -1.583913, 0.886525], [3.924704, -0.269727, 0.785579], [2.386267, -0.239743, -1.033051], [2.263972, 1.121491, -0.164987], [-0.024127, -0.927951, -3.084086], [0.031178, 0.137003, -2.076939], [-0.037634, 1.376442, -2.473476], [-0.026157, 2.381832, -1.491875], [-0.068719, 3.776472, -1.480500], [-0.025441, 4.159432, -0.143893], [0.040882, 2.993652, 0.620948], [0.048420, 1.918131, -0.187706], [-1.343173, -0.993381, -3.818791], [-1.360096, -1.384581, -5.151890], [-2.564447, -1.495291, -5.832447], [-3.758228, -1.206682, -5.187295], [-3.745615, -0.794973, -3.860809], [-2.543074, -0.690317, -3.177726], [0.164969, -1.876956, -2.576762], [0.793473, -0.808127, -3.800343], [-0.106952, 1.608161, -3.533154], [-0.134770, 4.419616, -2.342623], [-0.040555, 5.162712, 0.246864], [0.083737, 2.926227, 1.697550], [-0.431462, -1.602808, -5.666769], [-2.567356, -1.796350, -6.871116], [-4.695164, -1.283279, -5.721810], [-4.671865, -0.535334, -3.365832], [-2.538880, -0.307060, -2.159848], [-4.286748, -2.945009, -0.385680], [-3.733866, -1.626766, -0.140001], [-2.457949, -1.432603, -0.051824], [-2.033817, -0.278674, 0.114802], [-1.606047, -2.493224, -0.124916], [-0.220662, -2.244029, -0.028522], [-5.357274, -2.791434, -0.449048], [-4.064143, -3.607782, 0.450430], [-3.913521, -3.331608, -1.333404], [-1.922140, -3.447963, -0.195294], [0.236675, -2.668183, -0.831787], [0.156765, -2.673899, 0.813357]], "forces_ev_per_angstrom": [[-0.18, -0.53, 0.18], [0.01, 0.02, -0.19], [0.07, -0.03, -0.04], [-0.08, 0.07, -0.07], [-0.01, -0.04, -0.02], [-0.01, 0.09, 0.02], [-0.03, 0.01, 0.00], [0.05, -0.02, 0.11], [0.02, 0.00, 0.02], [0.01, 0.03, 0.00], [0.00, -0.06, 0.00], [0.04, 0.01, 0.05], [0.01, 0.00, 0.00], [0.00, 0.01, 0.04], [0.02, -0.02, 0.02], [-0.01, -0.02, 0.04], [-0.04, 0.03, 0.01], [0.00, -0.07, 0.05], [-0.01, 0.09, 0.10], [0.08, -0.12, -0.05], [-0.03, -0.04, -0.02], [0.00, 0.00, 0.04], [0.03, -0.02, -0.02], [-0.17, 0.26, -0.01], [-0.08, -0.04, -0.03], [-0.01, -0.05, 0.04], [-0.04, 0.00, 0.01], [0.00, -0.01, 0.00], [0.01, -0.03, -0.04], [0.07, 0.10, 0.08], [0.03, -0.03, -0.07], [-0.02, 0.03, 0.02], [0.00, 0.00, 0.00], [0.01, 0.01, -0.01], [-0.01, 0.00, 0.00], [0.00, 0.01, 0.01], [0.00, 0.00, 0.01], [-0.01, 0.00, 0.00], [0.00, 0.00, -0.01], [-0.02, 0.01, 0.01], [-0.02, 0.00, -0.29], [-0.01, -0.01, -0.01], [0.00, -0.02, 0.04], [0.09, -0.24, 0.07], [0.29, 0.24, -0.09], [-0.06, 0.13, 0.06], [0.08, 0.32, -0.02], [0.00, 0.00, 0.00], [0.00, 0.00, 0.00], [0.00, 0.01, -0.02], [-0.01, 0.01, -0.04], [0.04, 0.00, 0.03], [-0.10, -0.09, 0.00]]}


# 2
{"formula": "C17H27NO12P2V", "method": "ωB97M-V/def2-TZVPD", "e_homo_ev": [-14.34, -14.34], "total_charge": 2, "multiplicity": 2, "lumo_energy_ev": [-8.36, -7.71], "orbital_gap_ev": [5.98, 6.62], "symbols": ["V", "C", "C", "O", "C", "C", "O", "C", "C", "O", "C", "C", "O", "C", "C", "O", "H", "H", "H", "H", "H", "H", "H", "H", "H", "H", "H", "H", "H", "H", "H", "H", "H", "H", "H", "H", "O", "P", "O", "O", "O", "P", "O", "O", "O", "H", "H", "N", "C", "C", "C", "C", "C", "C", "C", "H", "H", "H", "H", "H"], "positions_angstrom": [[-0.767102, 0.737930, -1.420378], [2.240979, 1.361873, -1.871240], [2.191657, -0.041606, -1.307998], [0.814561, -0.477511, -1.425692], [0.556061, -1.862166, -1.787649], [-0.652831, -1.812501, -2.695502], [-1.604347, -0.946138, -2.038586], [-2.896374, -1.482846, -1.671922], [-3.348558, -0.694771, -0.460603], [-2.154837, -0.272550, 0.212891], [-2.439394, 0.649174, 1.268925], [-1.102473, 1.087513, 1.769562], [-0.344039, 1.519852, 0.620181], [0.940000, 2.048369, 0.997491], [1.398775, 2.880688, -0.165692], [1.153961, 2.158138, -1.381673], [2.123703, 1.335528, -2.953188], [3.196307, 1.830775, -1.634295], [2.477387, -0.116387, -0.260838], [2.829794, -0.699227, -1.897374], [0.371234, -2.410651, -0.865871], [1.415545, -2.277312, -2.311076], [-1.075096, -2.799265, -2.869780], [-0.406419, -1.349524, -3.649976], [-2.757057, -2.538086, -1.443187], [-3.579451, -1.356659, -2.510105], [-3.941614, -1.328957, 0.199538], [-3.929943, 0.182315, -0.745675], [-3.010882, 0.161915, 2.060884], [-3.014358, 1.487785, 0.872379], [-0.570079, 0.264443, 2.243543], [-1.210163, 1.919908, 2.466317], [1.603326, 1.217703, 1.244932], [0.822113, 2.685494, 1.875512], [2.453021, 3.142768, -0.076604], [0.796755, 3.781210, -0.247094], [-0.816802, 1.866124, -5.363240], [-1.648721, 1.581808, -4.081143], [-2.710244, 0.590215, -4.122055], [-0.463883, 1.127838, -3.052237], [-2.054736, 3.009659, -3.498260], [-2.188556, 3.292186, -1.896933], [-3.654572, 3.790893, -1.704004], [-1.109212, 4.118461, -1.379960], [-2.226988, 1.808500, -1.343305], [-1.262627, 2.307346, -6.101876], [-3.754116, 4.754491, -1.673640], [0.920226, -1.451994, 1.357817], [1.430493, -1.884354, 2.297667], [2.067657, -2.419013, 3.467984], [2.694002, -3.663417, 3.407152], [3.338819, -4.149598, 4.530261], [3.358751, -3.401420, 5.700081], [2.728256, -2.164588, 5.758931], [2.079208, -1.667032, 4.643936], [2.671365, -4.239906, 2.492250], [3.829204, -5.112313, 4.493264], [3.866596, -3.785461, 6.574373], [2.745896, -1.587965, 6.673192], [1.579823, -0.707683, 4.679591]], "forces_ev_per_angstrom": [[0.59, 0.00, 2.38], [0.01, 0.02, -0.14], [0.12, 0.12, 0.09], [0.12, -0.46, -0.12], [-0.15, -0.12, 0.08], [0.34, 0.03, -0.08], [0.09, -0.20, -0.17], [-0.15, -0.04, 0.02], [-0.03, 0.00, -0.01], [0.12, 0.12, -0.37], [-0.02, 0.05, 0.10], [-0.03, -0.09, 0.13], [-0.05, -0.16, -0.30], [0.13, 0.02, 0.02], [-0.07, 0.17, -0.02], [-0.13, -0.46, 0.15], [0.01, 0.02, 0.00], [-0.01, 0.03, -0.02], [-0.06, -0.01, 0.02], [-0.04, -0.04, -0.01], [0.02, 0.00, 0.02], [0.04, 0.05, 0.01], [-0.11, 0.03, 0.08], [-0.10, -0.05, -0.05], [0.06, 0.01, 0.02], [0.04, -0.01, -0.04], [0.00, 0.03, 0.03], [0.02, 0.01, -0.01], [0.03, -0.07, -0.02], [-0.03, -0.02, 0.00], [0.03, -0.01, 0.00], [0.04, 0.05, -0.06], [-0.03, -0.02, 0.01], [-0.04, -0.04, 0.02], [0.00, -0.01, -0.04], [0.02, 0.02, -0.02], [0.15, 0.17, 0.10], [-0.43, 0.09, -0.26], [0.00, 0.00, -0.06], [-0.11, 0.29, -1.26], [0.12, -0.19, 0.17], [-0.06, 0.20, -0.06], [-0.03, -0.08, -0.07], [-0.02, 0.08, -0.05], [-0.47, 0.62, -0.33], [0.00, -0.09, 0.00], [-0.01, -0.04, 0.05], [0.10, 0.02, 0.09], [-0.04, -0.10, 0.03], [0.03, 0.07, -0.02], [-0.01, -0.02, -0.03], [0.01, -0.01, 0.01], [-0.02, 0.01, 0.00], [0.00, 0.00, 0.00], [-0.03, 0.00, -0.02], [0.01, 0.01, 0.00], [-0.01, 0.00, 0.00], [0.00, 0.00, 0.00], [-0.01, -0.01, 0.01], [0.03, 0.01, 0.00]]}


# 3
{"formula": "C17H27NO3", "method": "ωB97M-V/def2-TZVPD", "e_homo_ev": -7.55, "lumo_energy_ev": 0.70, "orbital_gap_ev": 8.25, "smiles": "COc1cc(OC)c(OC)cc1CNC1CCCCCC1", "symbols": ["C", "O", "C", "C", "C", "O", "C", "C", "O", "C", "C", "C", "C", "N", "C", "C", "C", "C", "C", "C", "C", "H", "H", "H", "H", "H", "H", "H", "H", "H", "H", "H", "H", "H", "H", "H", "H", "H", "H", "H", "H", "H", "H", "H", "H", "H", "H", "H"], "positions_angstrom": [[0.281377, -2.726118, 1.999462], [0.184404, -1.326962, 1.936925], [1.146149, -0.628246, 1.254065], [2.176112, -1.237184, 0.540692], [3.118376, -0.481062, -0.136981], [4.149972, -0.997433, -0.863730], [4.274543, -2.392650, -0.956589], [3.044219, 0.924516, -0.094992], [4.020260, 1.594514, -0.778949], [4.000803, 2.997865, -0.751643], [2.016321, 1.514484, 0.617132], [1.059152, 0.762615, 1.290796], [-0.085480, 1.463054, 1.987494], [-1.142847, 1.938254, 1.111401], [-1.916004, 0.917884, 0.413428], [-1.312479, 0.494611, -0.937479], [-1.584615, -0.971924, -1.266034], [-3.017392, -1.265176, -1.702946], [-4.090414, -0.791538, -0.722686], [-4.252454, 0.730362, -0.710618], [-3.346034, 1.465279, 0.279950], [-0.553636, -3.050408, 2.619615], [1.219495, -3.047122, 2.464492], [0.190681, -3.186201, 1.008972], [2.241606, -2.311232, 0.508673], [5.147731, -2.567610, -1.583231], [4.438762, -2.852099, 0.024505], [3.396543, -2.847779, -1.428435], [4.860387, 3.314682, -1.340336], [4.099650, 3.384798, 0.268557], [3.087212, 3.399950, -1.203774], [1.934356, 2.589554, 0.664701], [0.297515, 2.337134, 2.523923], [-0.539075, 0.782993, 2.710499], [-0.774459, 2.608930, 0.444494], [-1.930215, 0.043690, 1.070569], [-0.229160, 0.630902, -0.887695], [-1.687879, 1.136946, -1.736432], [-0.911097, -1.286886, -2.068375], [-1.347504, -1.572178, -0.385142], [-3.117262, -2.345465, -1.841968], [-3.200092, -0.795854, -2.673302], [-5.039770, -1.239920, -1.027540], [-3.866503, -1.152522, 0.281739], [-4.077811, 1.103256, -1.721923], [-5.285949, 0.979208, -0.457961], [-3.797071, 1.443506, 1.273314], [-3.280442, 2.514594, -0.016614]], "forces_ev_per_angstrom": [[-0.01, -0.22, 0.01], [0.02, 0.29, -0.08], [0.08, 0.51, 0.02], [0.04, -0.27, -0.05], [0.12, 0.22, -0.11], [-0.19, 0.40, 0.15], [0.01, -0.24, -0.01], [0.15, -0.04, -0.15], [-0.11, -0.42, 0.08], [-0.02, 0.20, 0.01], [0.17, -0.17, -0.07], [-0.13, -0.41, 0.25], [0.05, 0.01, -0.04], [-0.05, 0.26, 0.14], [-0.20, 0.30, -0.18], [0.19, -0.28, 0.27], [-0.12, 0.13, -0.35], [0.11, -0.19, 0.26], [-0.11, 0.08, -0.35], [-0.02, -0.02, 0.23], [0.02, -0.27, -0.15], [0.07, -0.04, -0.05], [-0.02, 0.01, -0.03], [0.02, 0.02, 0.03], [0.03, -0.12, -0.02], [-0.07, -0.04, 0.05], [-0.02, 0.02, -0.04], [0.03, 0.02, 0.03], [-0.07, 0.04, 0.05], [-0.02, -0.01, -0.03], [0.02, -0.01, 0.03], [0.04, 0.15, -0.02], [0.02, -0.13, 0.05], [0.07, 0.14, 0.05], [-0.04, 0.00, 0.04], [0.02, -0.02, -0.04], [-0.08, 0.06, -0.04], [0.00, 0.11, -0.10], [0.03, -0.06, 0.06], [0.09, -0.07, 0.07], [-0.01, 0.00, -0.09], [-0.04, -0.01, -0.06], [0.01, -0.04, 0.09], [-0.05, -0.11, 0.13], [-0.06, 0.02, -0.06], [0.00, 0.05, -0.09], [0.00, 0.09, 0.05], [0.04, 0.06, 0.06]]}


# 4
{"formula": "C17H27NO8", "method": "ωB97M-V/def2-TZVPD", "e_homo_ev": -9.03, "lumo_energy_ev": 0.46, "orbital_gap_ev": 9.49, "smiles": "NC[C@H]1CCC(=O)O1.O=C1CCCO1.O=C1CCCO1.O=C1CCCO1", "symbols": ["N", "C", "C", "C", "C", "C", "O", "O", "H", "H", "H", "H", "H", "H", "H", "H", "H", "O", "C", "C", "C", "C", "O", "H", "H", "H", "H", "H", "H", "O", "C", "C", "C", "C", "O", "H", "H", "H", "H", "H", "H", "O", "C", "C", "C", "C", "O", "H", "H", "H", "H", "H", "H"], "positions_angstrom": [[-0.129814, 5.212202, 3.336708], [-0.248787, 3.803022, 2.875656], [-1.743947, 3.280468, 2.685438], [-2.908357, 3.803145, 3.652700], [-3.250405, 5.157549, 2.855961], [-2.693610, 4.876387, 1.357754], [-2.564872, 5.647335, 0.400873], [-2.311451, 3.496132, 1.372969], [-0.531892, 5.880818, 2.663450], [0.855652, 5.458844, 3.525919], [0.290760, 3.598600, 1.876895], [0.263378, 3.138010, 3.662500], [-1.699479, 2.151333, 2.886091], [-2.490436, 3.863233, 4.706097], [-3.727260, 2.997550, 3.573825], [-2.647556, 5.936763, 3.441117], [-4.354197, 5.460135, 2.903720], [1.292430, 3.654903, -0.148238], [0.817194, 2.984622, -1.029230], [-0.015887, 3.498292, -2.172036], [-0.644596, 2.227059, -2.704307], [0.391602, 1.183417, -2.360122], [1.001331, 1.643435, -1.146014], [0.640783, 3.967802, -2.908473], [-0.769135, 4.204199, -1.821976], [-0.879576, 2.265481, -3.768816], [-1.572395, 2.021463, -2.161833], [1.166140, 1.096800, -3.128283], [-0.055796, 0.203143, -2.198103], [-1.723636, -1.164292, -3.466384], [-1.532181, -2.233676, -2.946330], [-0.336792, -2.605120, -2.109646], [-0.434561, -4.115387, -2.069510], [-1.922285, -4.349398, -2.193040], [-2.407354, -3.273447, -3.005397], [-0.445449, -2.163156, -1.116313], [0.588986, -2.274160, -2.578609], [-0.002396, -4.558314, -1.173187], [0.080528, -4.539568, -2.937178], [-2.431014, -4.312013, -1.225007], [-2.148058, -5.302742, -2.673732], [2.770305, -2.911776, -0.737587], [2.964075, -3.978316, -0.217823], [4.160593, -4.346914, 0.616888], [4.065999, -5.858307, 0.658949], [2.577941, -6.095126, 0.538320], [2.089739, -5.020349, -0.274436], [4.052252, -3.903935, 1.609563], [5.084855, -4.014338, 0.145781], [4.500797, -6.300757, 1.556474], [4.580497, -6.282262, -0.208918], [2.070905, -6.057806, 1.507026], [2.353483, -7.049171, 0.058702]], "forces_ev_per_angstrom": [[-0.04, -0.20, -0.16], [0.16, -0.64, -0.57], [-0.25, -1.71, 1.87], [0.78, -0.37, -1.51], [0.24, -0.13, 1.34], [0.00, 0.74, -0.19], [-0.60, -2.83, 3.00], [0.62, 2.43, -0.31], [0.64, -0.54, 0.32], [-0.91, -0.22, -0.41], [-0.81, 0.28, 1.43], [-0.92, 0.96, -1.08], [0.05, 1.50, -0.89], [-0.85, 0.41, -1.28], [1.09, 1.45, 0.27], [-0.84, -0.71, -1.42], [1.65, -0.47, -0.46], [-0.03, -0.67, -0.14], [0.41, 0.60, 0.29], [-0.50, -0.18, -0.11], [-0.48, 0.05, -0.37], [-0.12, -0.52, -0.30], [0.05, 0.51, 0.35], [0.00, 0.09, 0.12], [0.32, 0.17, 0.04], [0.04, -0.11, 0.09], [0.09, -0.02, -0.08], [0.00, 0.02, 0.06], [0.20, 0.12, 0.09], [-0.28, -0.68, 0.01], [-0.07, 0.86, -0.04], [0.23, -0.42, -0.17], [0.40, -0.35, 0.25], [-0.07, -0.42, 0.12], [0.07, 0.42, -0.21], [0.09, 0.10, -0.08], [-0.13, 0.26, 0.22], [-0.10, 0.03, -0.14], [-0.04, 0.01, 0.09], [0.00, 0.03, -0.05], [-0.19, 0.20, -0.05], [-0.31, -0.77, 0.00], [0.01, 1.12, -0.11], [0.29, -0.46, -0.07], [0.50, -0.31, 0.18], [-0.11, -0.50, 0.19], [0.18, 0.25, -0.10], [0.04, 0.12, -0.10], [-0.18, 0.30, 0.15], [-0.10, -0.02, -0.07], [-0.06, 0.00, 0.10], [0.01, 0.02, -0.06], [-0.18, 0.20, -0.05]]}


no.,largest force on an atom (eV Å⁻¹),E_tot (eV)
1,0.592,-34097.8645
2,2.454,-88384.3599
3,0.517,-25698.5652
4,4.170,-35936.6279